C10H11BBrF9NO4S | ωB97M-V with the def2-TZVPD basis set

Structure (XYZ):
```
38
Properties=species:S:1:pos:R:3:mulliken_charge:R:1
N -1.9729 -1.9498 -4.5192 -0.542
B -1.1973 -2.8072 -3.6841 0.303
O -1.7447 -3.9862 -3.2113 -0.562
C 0.2630 -2.3518 -3.3130 0.398
C 0.8005 -2.1538 -2.1061 0.280
C 0.1696 -2.3354 -0.7792 -0.987
C -0.4436 -1.0081 -0.2459 -0.888
C 0.1742 -0.5345 1.0920 -0.296
C 0.7658 0.8587 0.9157 -1.463
C 1.0391 1.6034 2.2202 0.909
F 1.5270 0.6978 3.0947 -0.328
F 1.9815 2.5238 1.9499 -0.306
C -0.2581 2.2443 2.7544 0.574
F -0.9785 2.7382 1.7747 -0.248
F -1.0070 1.2694 3.2892 -0.300
S -0.0359 3.6192 4.1438 1.239
F -0.7572 2.6903 5.2577 -0.321
F -1.5403 4.2502 3.7482 -0.262
F 0.6334 4.6139 3.0981 -0.280
F 1.3635 3.0081 4.5672 -0.311
F 0.1742 4.7408 5.2832 -0.300
C 2.1972 -1.6701 -2.3725 0.272
O 2.8609 -0.9940 -1.6533 -0.497
O 2.5419 -2.0763 -3.6339 -0.300
C 1.3095 -2.0498 -4.3239 0.380
O 1.2453 -1.8071 -5.4825 -0.528
H -1.5467 -1.0388 -4.6240 0.257
H -2.9121 -1.7968 -4.1739 0.247
H -2.5162 -3.8204 -2.6654 0.308
H -0.5984 -3.0938 -0.9023 0.412
H 0.9024 -2.7516 -0.0933 0.500
H -1.5154 -1.1479 -0.1584 0.399
H -0.2614 -0.2519 -1.0031 0.525
H -0.6326 -0.5596 1.8178 0.426
H 0.9189 -1.2451 1.4287 0.322
H 0.2045 1.4673 0.2187 0.648
H 1.7554 0.7282 0.4776 0.218
Br -2.9096 4.3766 1.8138 -0.897
```

Energy relative to the best compared isomer or geometry (same formula, charge and spin) in kcal/mol: 0.0
Molar mass in g mol⁻¹: 503.0
Total charge: -1
Frontier orbital gap in eV: 4.2
HOMO in eV: -3.24


C16H30As2N4O2Pd | ωB97M-V with the def2-TZVPD basis set

Structure (XYZ):
```
55
Properties=species:S:1:pos:R:3:mulliken_charge:R:1
Pd -0.6361 -0.4408 0.1838 -0.386
N 0.5887 -2.3213 0.3816 -0.682
C 1.9113 -1.6236 0.4246 0.778
C 2.9336 -2.2542 1.3732 -0.889
C 4.3996 -2.1211 0.9537 -0.511
C 4.9720 -0.7037 0.9841 -1.145
N 4.4943 0.1507 -0.1051 0.112
C 5.1117 0.3792 -1.2525 0.968
N 4.4960 1.1313 -2.1696 -0.356
N 6.3174 -0.1218 -1.5239 -0.338
C 1.4704 -0.2094 0.8515 0.451
O 1.6211 0.7500 0.0255 -0.964
O 0.8470 -0.1557 1.9334 -0.629
H 0.3612 -2.6811 1.3049 0.259
H 0.5978 -3.0938 -0.2745 0.258
H 2.2826 -1.5812 -0.5997 0.463
H 2.7101 -3.3207 1.4605 0.338
H 2.7909 -1.8292 2.3701 0.465
H 4.5542 -2.5548 -0.0391 0.306
H 4.9909 -2.7200 1.6487 0.390
H 6.0599 -0.7393 0.9543 0.543
H 4.7184 -0.2040 1.9200 0.350
H 3.5500 0.5344 -0.0335 -0.050
H 3.5786 1.5007 -1.9807 0.154
H 4.9345 1.3630 -3.0433 0.200
H 6.8160 -0.6815 -0.8567 0.154
H 6.7996 0.1221 -2.3717 0.215
C -3.3447 -2.5395 -1.1240 -1.153
As -2.9136 -1.0812 0.0548 0.828
C -3.7700 -1.5777 1.7087 -1.100
C -3.9085 0.4329 -0.5955 0.116
C -5.2124 0.2935 -1.0549 -0.559
C -5.8762 1.3942 -1.5800 -0.785
C -5.2413 2.6266 -1.6423 -0.666
C -3.9459 2.7715 -1.1620 -0.533
C -3.2880 1.6724 -0.6232 0.450
As -1.5332 1.7981 0.1701 0.896
C -0.7667 3.4698 -0.3722 -1.185
C -1.8734 2.0812 2.0560 -0.988
H -4.4033 -2.7738 -1.0228 0.440
H -2.7581 -3.4105 -0.8373 0.403
H -3.1166 -2.2636 -2.1506 0.367
H -4.8448 -1.5062 1.5444 0.442
H -3.4767 -0.9133 2.5173 0.322
H -3.5023 -2.6018 1.9623 0.411
H -5.7118 -0.6677 -1.0311 0.331
H -6.8846 1.2837 -1.9546 0.415
H -5.7549 3.4793 -2.0648 0.422
H -3.4672 3.7413 -1.2074 0.355
H -1.4367 4.2279 0.0307 0.457
H -0.6859 3.5483 -1.4528 0.412
H 0.2157 3.5539 0.0861 0.361
H -2.6583 2.8256 2.1831 0.428
H -0.9520 2.4216 2.5262 0.412
H -2.1600 1.1392 2.5157 0.248
```

Energy relative to the best compared isomer or geometry (same formula, charge and spin) in kcal/mol: 0.0
Molar mass in g mol⁻¹: 566.7
Total charge: +2
Frontier orbital gap in eV: 8.0
HOMO in eV: -14.67


CHFINO2 | ωB97M-V with the def2-TZVPD basis set

Structure (XYZ):
```
7
Properties=species:S:1:pos:R:3:mulliken_charge:R:1
C 1.1094 -0.9780 -0.3196 -0.387
N -1.1003 1.4370 0.2651 0.683
O -2.1217 0.7935 0.4889 -0.307
O -0.7889 2.5789 0.4007 -0.388
F 1.7350 -1.1357 -1.5024 -0.188
I -0.5453 -2.0767 0.2763 0.143
H 1.7118 -0.6191 0.3909 0.444
```

Energy relative to the best compared isomer or geometry (same formula, charge and spin) in kcal/mol: 62.2
Molar mass in g mol⁻¹: 204.9
Total charge: 0
Frontier orbital gap (spin up / spin down) in eV: 10.1 / 6.5
HOMO (spin up / spin down) in eV: -10.33 / -8.38


C3H4IPS | ωB97M-V with the def2-TZVPD basis set

Structure (XYZ):
```
10
Properties=species:S:1:pos:R:3:mulliken_charge:R:1
C -0.3483 -0.2317 -2.8470 0.386
C -0.6472 -0.4270 -1.6976 -0.636
C -0.1935 -0.1154 1.1232 -0.941
P -1.3005 -0.8505 -0.1298 0.097
S -1.7308 -3.1090 0.2059 -0.372
I -3.2595 0.5980 -0.0335 0.035
H -0.0462 -0.0278 -3.8325 0.410
H -0.6761 -0.2332 2.0955 0.322
H 0.7466 -0.6642 1.1225 0.331
H -0.0199 0.9397 0.9148 0.369
```

Energy relative to the best compared isomer or geometry (same formula, charge and spin) in kcal/mol: 7.0
Molar mass in g mol⁻¹: 230.0
Total charge: 0
Frontier orbital gap in eV: 7.6
HOMO in eV: -8.45


C4H5O5S | ωB97M-V with the def2-TZVPD basis set

Structure (XYZ):
```
15
Properties=species:S:1:pos:R:3:mulliken_charge:R:1
C -1.7079 1.8236 0.0824 0.376
C -1.8536 0.4120 0.4918 -0.113
C -0.4568 0.3158 -0.5906 -0.119
C 0.7654 0.1005 0.2693 -1.102
O -3.9043 0.1646 -1.1568 -0.671
O -2.1251 2.8624 0.5202 -0.611
O -2.6350 -1.8155 -0.7059 -0.703
O -3.9469 -0.9045 1.1243 -0.665
O -0.7427 1.6631 -0.8913 -0.401
S -3.2781 -0.6309 -0.1122 1.227
H -1.5503 0.2764 1.5933 0.253
H -0.6262 -0.2765 -1.3721 0.660
H 1.6072 0.3073 -0.3833 0.338
H 0.7491 -0.9151 0.8441 0.235
H 0.5873 0.9075 0.9693 0.297
```

Energy relative to the best compared isomer or geometry (same formula, charge and spin) in kcal/mol: 14.3
Molar mass in g mol⁻¹: 165.1
Total charge: -1
Frontier orbital gap in eV: 8.9
HOMO in eV: -5.37


The electronic energy results, record by record, are as follows: -4639.2968 -5596.1506 -641.2854 -1153.8741 -929.8466 hartree.